#i
Entry from the Open Molecules 2025 dataset: an isolated molecule of C3H2N2O2 (ωB97M-V/def2-TZVPD).

As for the SMILES: O=Cc1ncno1. The calculation puts the highest occupied orbital energy at -11.1 eV. As for the HOMO-LUMO gap: 10.45 eV. The value obtained for the lowest unoccupied orbital energy is -0.02499 Ha.

Geometry as ORCA input:
```
! wB97M-V def2-TZVPD RIJCOSX def2/J DEFGRID3
* xyz 0 1
O -2.5474 -0.5733 -0.5450
C -1.7928 0.1441 0.0569
C -0.3171 -0.0454 0.0485
N 0.5608 0.8948 0.2082
C 1.7256 0.2051 0.0044
N 1.5733 -1.0658 -0.2357
O 0.2056 -1.2395 -0.2127
H -2.1153 1.0236 0.6376
H 2.7072 0.6564 0.0379
*
```

#ii
Entry from the Open Molecules 2025 dataset: an isolated molecule of C3H2N2O2 (ωB97M-V/def2-TZVPD).

As for the SMILES: O=c1cncno1. The calculation puts the highest occupied orbital energy at -10.3 eV. As for the HOMO-LUMO gap: 8.92 eV. The value obtained for the lowest unoccupied orbital energy is -0.04958 Ha.

Geometry as ORCA input:
```
! wB97M-V def2-TZVPD RIJCOSX def2/J DEFGRID3
* xyz 0 1
C 0.9700 0.0537 0.0826
C -0.0187 1.2676 -0.0640
C -1.5877 -0.1277 -0.0695
H 0.5773 2.2389 -0.1482
H -2.7777 -0.3846 0.1025
N -1.2663 1.0633 0.0994
N -0.8732 -1.1874 -0.0858
O 2.2017 0.1308 -0.0373
O 0.4226 -1.1492 0.0692
*
```

#iii
Entry from the Open Molecules 2025 dataset: an isolated molecule of C3H2N2O2 (ωB97M-V/def2-TZVPD).

The calculation puts the highest occupied orbital energy at -11.1 eV. As for the HOMO-LUMO gap: 10.74 eV. The value obtained for the lowest unoccupied orbital energy is -0.01175 Ha.

Geometry as ORCA input:
```
! wB97M-V def2-TZVPD RIJCOSX def2/J DEFGRID3
* xyz 0 1
O -1.4298 0.2216 -1.4147
C -1.4592 -0.1885 -0.2983
C -0.2682 1.2613 0.7596
N 0.8599 1.0561 0.4261
C 1.4933 -0.0957 -0.0065
N 0.8183 -1.1805 -0.1000
O -0.4862 -1.0601 0.3312
H -2.2988 -0.1723 0.4055
H 2.5474 -0.0707 -0.2658
*
```

#iv
Entry from the Open Molecules 2025 dataset: an isolated molecule of C3H2N2O2 (ωB97M-V/def2-TZVPD).

The calculation puts the highest occupied orbital energy at -10.2 eV. As for the HOMO-LUMO gap: 9.05 eV. The value obtained for the lowest unoccupied orbital energy is -0.04352 Ha.

Geometry as ORCA input:
```
! wB97M-V def2-TZVPD RIJCOSX def2/J DEFGRID3
* xyz 0 1
N -2.2047 -1.1196 0.0637
C -0.9955 -0.7601 0.1019
O 0.1896 -1.1639 0.0632
C 1.5891 1.0761 -0.1280
O 2.0830 1.2259 -1.1830
C -0.6199 0.7419 0.2011
N 0.2146 1.5937 0.1712
H -2.2217 -2.1344 -0.0422
H 1.9654 0.5403 0.7521
*
```

Bottom line: #i, by a margin of 0.0535 hartree.

#i
Entry from the Open Molecules 2025 dataset: an isolated molecule of C3H7N5 (ωB97M-V/def2-TZVPD).

As for the SMILES: NNC1=NCC=NN1. The calculation puts the highest occupied orbital energy at -8.2 eV. As for the HOMO-LUMO gap: 9.10 eV. The value obtained for the lowest unoccupied orbital energy is 0.03344 Ha.

Geometry as ORCA input:
```
! wB97M-V def2-TZVPD RIJCOSX def2/J DEFGRID3
* xyz 0 1
C -0.3513 0.0803 -0.2976
C 1.8229 -0.5199 -0.8302
C 1.8810 -1.0289 0.6066
H -3.3443 1.0390 0.2706
H -2.0798 2.0787 0.4309
H -1.7141 0.8360 -1.4722
H 1.9150 -1.4646 -1.4314
H 2.6114 0.0933 -1.1197
H 2.8350 -1.4657 0.9509
H -0.9418 -0.1379 1.6612
N -2.3408 1.0700 0.4272
N -1.7021 0.3478 -0.5694
N 0.5828 0.2069 -1.1327
N 0.9708 -0.8672 1.4827
N -0.1447 -0.2679 1.0231
*
```

#ii
Entry from the Open Molecules 2025 dataset: an isolated molecule of C3H7N5 (ωB97M-V/def2-TZVPD).

As for the SMILES: [H]/N=c1/cn[nH]n1NC. The calculation puts the highest occupied orbital energy at -7.9 eV. As for the HOMO-LUMO gap: 8.63 eV. The value obtained for the lowest unoccupied orbital energy is 0.02564 Ha.

Geometry as ORCA input:
```
! wB97M-V def2-TZVPD RIJCOSX def2/J DEFGRID3
* xyz 0 1
C -1.9834 -0.1516 0.6201
C 2.3076 0.3319 0.2441
C 1.0138 0.8501 -0.0904
H -3.0507 -0.7750 0.5698
H -1.3438 -0.4259 1.6609
H -2.0261 0.8666 0.7996
H -1.6910 -0.5325 -1.5617
H 1.3959 -2.0199 -0.8432
H 3.1584 1.0128 0.2304
H -0.5162 1.9131 -0.5680
N -1.1860 -0.6568 -0.5093
N 0.1668 -0.1697 -0.4470
N 1.1277 -1.2998 -0.2265
N 2.2037 -0.9352 0.3542
N 0.4233 1.9919 -0.2329
*
```

Bottom line: #i, by a margin of 0.1618 hartree.

#i
Entry from the Open Molecules 2025 dataset: an isolated molecule of C3H7N5 (ωB97M-V/def2-TZVPD).

As for the SMILES: CC/N=c1/nn[nH][nH]1. The calculation puts the highest occupied orbital energy at -8.6 eV. As for the HOMO-LUMO gap: 8.33 eV. The value obtained for the lowest unoccupied orbital energy is -0.00938 Ha.

Geometry as ORCA input:
```
! wB97M-V def2-TZVPD RIJCOSX def2/J DEFGRID3
* xyz 0 1
C -0.6866 0.9594 -2.3368
C -0.0062 0.5866 -1.0615
C -0.5185 -0.1545 1.1788
H -1.2218 1.8869 -2.2335
H -0.0216 1.0783 -3.1134
H -1.3470 0.0131 -2.5813
H 0.7312 -0.3766 -1.0127
H 0.8819 1.3638 -0.8516
H 1.2322 -2.2408 2.5460
H 1.5470 -0.3713 0.6071
N -0.7975 0.6951 0.1939
N -1.1015 -0.2548 2.3726
N -0.2243 -0.9358 3.0568
N 0.9075 -1.3162 2.2640
N 0.6253 -0.9335 0.9716
*
```

#ii
Entry from the Open Molecules 2025 dataset: C3H7N5 as an isolated structure (ωB97M-V/def2-TZVPD).

The calculation puts the highest occupied orbital energy at -9.0 eV. As for the HOMO-LUMO gap: 8.87 eV. The value obtained for the lowest unoccupied orbital energy is -0.00545 Ha.

Geometry as ORCA input:
```
! wB97M-V def2-TZVPD RIJCOSX def2/J DEFGRID3
* xyz 0 1
C -0.4981 -0.7772 0.8673
C 0.2388 -0.3825 -0.2812
C 1.7663 1.8487 0.2095
H -3.2870 -1.5158 -0.3740
H -1.9083 -1.5695 -1.1874
H -0.0019 -0.6085 1.7623
H 0.5906 -0.9245 -2.0869
H 1.8897 0.0273 -0.9187
H 2.8678 2.1632 -0.0158
H 0.1075 1.9758 1.9242
N -2.4721 -1.0571 -0.4691
N -1.8622 -0.9327 0.7667
N 0.0626 -1.2950 -1.2546
N 1.2822 0.5771 -0.3563
N 1.2240 2.4704 1.4141
*
```

#iii
Entry from the Open Molecules 2025 dataset: an isolated molecule of C3H7N5 (ωB97M-V/def2-TZVPD).

As for the SMILES: [H]/N=C\N(/C=N/[H])N/C=N/[H]. The calculation puts the highest occupied orbital energy at -9.5 eV. As for the HOMO-LUMO gap: 10.15 eV. The value obtained for the lowest unoccupied orbital energy is 0.02518 Ha.

Geometry as ORCA input:
```
! wB97M-V def2-TZVPD RIJCOSX def2/J DEFGRID3
* xyz 0 1
C 0.8330 -1.3138 -0.3817
C -1.7228 0.2819 -0.3801
C 0.2180 1.6667 0.3314
H 2.0704 -2.5519 -1.1071
H 0.4468 -0.8983 -1.3268
H 0.6582 -0.6125 1.5173
H -2.2430 1.2103 -0.6666
H -1.7914 -1.4898 0.0480
H -0.3853 2.4852 0.0325
H 1.5879 2.7141 0.9638
N 1.7852 -2.1996 -0.2376
N 0.0817 -0.6917 0.6449
N -0.5132 0.4432 0.1979
N -2.3944 -0.8064 -0.4645
N 1.3688 1.7626 0.8286
*
```

Bottom line: #iii, by a margin of 0.0943 hartree.

#i
Entry from the Open Molecules 2025 dataset: an isolated molecule of C2H4N2OS (ωB97M-V/def2-TZVPD).

As for the SMILES: [H]/N=C(\N)OC=S. The calculation puts the highest occupied orbital energy at -9.1 eV. As for the HOMO-LUMO gap: 8.98 eV. The value obtained for the lowest unoccupied orbital energy is -0.00359 Ha.

Geometry as ORCA input:
```
! wB97M-V def2-TZVPD RIJCOSX def2/J DEFGRID3
* xyz 0 1
C -0.2168 1.3254 -0.4056
C -0.0218 -1.0286 -0.1469
H -0.3175 3.2838 -0.4079
H -0.4165 2.7405 1.2784
H -0.2013 2.2173 -1.9699
H -0.0998 -0.9809 -1.3042
N -0.6388 2.4652 0.1933
N 0.1748 1.2761 -1.6437
O -0.0044 0.2377 0.4068
S 0.3594 -2.3207 0.7886
*
```

#ii
Entry from the Open Molecules 2025 dataset: an isolated molecule of C2H4N2OS (ωB97M-V/def2-TZVPD).

As for the SMILES: NC(=O)C(N)=S. The calculation puts the highest occupied orbital energy at -8.8 eV. As for the HOMO-LUMO gap: 8.76 eV. The value obtained for the lowest unoccupied orbital energy is -0.00127 Ha.

Geometry as ORCA input:
```
! wB97M-V def2-TZVPD RIJCOSX def2/J DEFGRID3
* xyz 0 1
C -0.6375 -0.2647 -0.1546
C 0.8866 0.3247 -0.0564
H -1.4048 -2.0038 -0.1935
H 0.2514 -2.2505 0.6451
H 1.0227 2.4598 -0.0064
H -0.6552 1.6787 -0.0969
N -0.5577 -1.6002 0.1256
N 0.3794 1.6376 0.2263
O -1.6160 0.3712 -0.3123
S 2.3312 -0.3528 -0.1770
*
```

Bottom line: #ii, by a margin of 0.0123 hartree.

#i
Entry from the Open Molecules 2025 dataset: an isolated molecule of C2H4N2OS (ωB97M-V/def2-TZVPD).

As for the SMILES: N/N=C\C(O)=S. The calculation puts the highest occupied orbital energy at -9.0 eV. As for the HOMO-LUMO gap: 8.57 eV. The value obtained for the lowest unoccupied orbital energy is -0.01672 Ha.

Geometry as ORCA input:
```
! wB97M-V def2-TZVPD RIJCOSX def2/J DEFGRID3
* xyz 0 1
C -0.1366 0.1872 -0.9790
C -1.0664 -0.1319 0.1104
H 1.4221 -0.4437 1.0278
H 2.9597 0.1886 0.1459
H -0.5130 0.4188 -1.9818
H -2.7549 0.1050 0.8388
N 1.9213 -0.0116 0.2382
N 1.1779 0.3568 -0.8565
O -2.3886 0.1270 -0.1067
S -0.6216 -0.7961 1.5630
*
```

#ii
Entry from the Open Molecules 2025 dataset: a 2-piece molecular cluster, C2H4N2OS overall (ωB97M-V/def2-TZVPD).

The calculation puts the highest occupied orbital energy at -8.1 eV. As for the HOMO-LUMO gap: 8.36 eV. The value obtained for the lowest unoccupied orbital energy is 0.01037 Ha.

Geometry as ORCA input:
```
! wB97M-V def2-TZVPD RIJCOSX def2/J DEFGRID3
* xyz 0 1
C 0.7903 0.6340 -0.1401
C -1.5912 0.5625 0.0399
N 1.5301 -1.8473 0.0453
N 0.4936 -1.3481 -0.1664
O -0.3264 1.2497 -0.1978
S 2.3649 0.9386 -0.0104
H -2.2552 1.2899 0.7117
H -1.4575 -0.3411 0.5767
H -2.0309 0.2186 -0.9162
H 2.4822 -1.3568 0.0575
*
```

#iii
Entry from the Open Molecules 2025 dataset: a 2-piece molecular cluster, C2H4N2OS overall (ωB97M-V/def2-TZVPD).

The calculation puts the highest occupied orbital energy at -9.1 eV. As for the HOMO-LUMO gap: 8.93 eV. The value obtained for the lowest unoccupied orbital energy is -0.00604 Ha.

Geometry as ORCA input:
```
! wB97M-V def2-TZVPD RIJCOSX def2/J DEFGRID3
* xyz 0 1
C 1.2059 -0.3639 -0.1532
C -0.0836 -0.8981 0.1506
H 2.2637 1.4502 0.3331
H 0.4880 1.5032 0.3267
H -0.5131 -2.0243 0.9579
H -3.1923 0.8620 -0.9098
N 1.4399 1.0094 0.0639
N -0.9196 0.0833 -0.4460
O 1.9373 -1.2781 -0.3087
S -2.6260 -0.3436 -0.0145
*
```

#iv
Entry from the Open Molecules 2025 dataset: an isolated molecule of C2H4N2OS (ωB97M-V/def2-TZVPD).

As for the SMILES: C=NSC(N)=O. The calculation puts the highest occupied orbital energy at -9.3 eV. As for the HOMO-LUMO gap: 10.00 eV. The value obtained for the lowest unoccupied orbital energy is 0.02454 Ha.

Geometry as ORCA input:
```
! wB97M-V def2-TZVPD RIJCOSX def2/J DEFGRID3
* xyz 0 1
C -0.0753 0.1690 -1.6604
C -0.1732 0.5623 2.1674
H 0.5250 -1.6724 -2.0956
H 0.4339 -1.3712 -0.3891
H -0.0086 -0.2075 2.9141
H -0.2020 1.5788 2.4638
N 0.3622 -1.0737 -1.3435
N -0.1261 0.1659 0.9623
O -0.3485 0.5433 -2.7823
S -0.3874 1.3055 -0.2367
*
```

Bottom line: #iv, by a margin of 0.0444 hartree.

#i
Entry from the Open Molecules 2025 dataset: an isolated molecule of C2H4N2OS (ωB97M-V/def2-TZVPD).

The calculation puts the highest occupied orbital energy (spin up / spin down) at -8.4 / -8.4 eV. As for the HOMO-LUMO gap (spin up / spin down): 5.75 / 5.58 eV. The value obtained for the lowest unoccupied orbital energy (spin up / spin down) is -0.09812 / -0.10209 Ha.

Geometry as ORCA input:
```
! wB97M-V def2-TZVPD RIJCOSX def2/J DEFGRID3
* xyz 0 1
C -1.2726 0.2502 0.5204
C 1.0898 0.3641 0.3212
N -0.1379 0.5964 0.9834
N -1.5436 -0.3829 -0.5830
O 1.8345 -1.5025 -1.6208
S 1.0250 -0.2666 -1.4415
H -1.9415 0.4847 1.3398
H 1.6261 1.2930 0.3253
H 1.8498 -0.3643 0.8406
H -2.5296 -0.4721 -0.6854
*
```

#ii
Entry from the Open Molecules 2025 dataset: an isolated molecule of C2H4N2OS (ωB97M-V/def2-TZVPD).

As for the SMILES: [H]/N=C\NOC=S. The calculation puts the highest occupied orbital energy at -9.2 eV. As for the HOMO-LUMO gap: 9.04 eV. The value obtained for the lowest unoccupied orbital energy is -0.00746 Ha.

Geometry as ORCA input:
```
! wB97M-V def2-TZVPD RIJCOSX def2/J DEFGRID3
* xyz 0 1
C 1.1678 -0.3979 -0.4117
C -1.1720 1.1965 0.8918
H 1.4225 -2.0250 -1.4080
H 1.5807 0.5785 -0.0039
H -0.8165 -1.1136 -0.6886
H -1.6097 0.0606 1.2573
N 2.0141 -1.2914 -0.7493
N -0.2915 -0.4760 -0.1522
O -0.9401 0.7972 -0.3415
S -1.3553 2.6711 1.6061
*
```

#iii
Entry from the Open Molecules 2025 dataset: an isolated molecule of C2H4N2OS (ωB97M-V/def2-TZVPD).

As for the SMILES: [H]/N=C/NOC=S. The calculation puts the highest occupied orbital energy at -9.5 eV. As for the HOMO-LUMO gap: 9.74 eV. The value obtained for the lowest unoccupied orbital energy is 0.00847 Ha.

Geometry as ORCA input:
```
! wB97M-V def2-TZVPD RIJCOSX def2/J DEFGRID3
* xyz 0 1
C 1.2114 -0.5260 0.1811
C -1.6925 0.8326 -0.2416
H 2.5237 -0.5601 -1.1342
H 1.5294 -1.4399 0.7114
H -0.5081 -0.6900 1.1536
H -2.0472 1.7840 -0.7381
N 1.7310 0.0295 -0.8356
N 0.1550 0.0294 0.8647
O -0.4941 1.1304 0.2495
S -2.4086 -0.5900 -0.2110
*
```

#iv
Entry from the Open Molecules 2025 dataset: an isolated molecule of C2H4N2OS (ωB97M-V/def2-TZVPD).

The calculation puts the highest occupied orbital energy at -9.3 eV. As for the HOMO-LUMO gap: 8.74 eV. The value obtained for the lowest unoccupied orbital energy is -0.02118 Ha.

Geometry as ORCA input:
```
! wB97M-V def2-TZVPD RIJCOSX def2/J DEFGRID3
* xyz 0 1
C -0.0912 -0.2042 0.9958
C -0.1580 -0.7777 -0.3829
N -0.5272 1.1597 0.9876
N -0.4567 1.7134 -0.0797
O 1.5080 1.1381 -1.4879
S -0.2794 0.7091 -1.4730
H -0.6956 -0.6759 1.7881
H 0.9614 -0.2648 1.2288
H 0.7010 -1.3760 -0.7429
H -0.9623 -1.4216 -0.8340
*
```

Bottom line: #iii, by a margin of 0.0644 hartree.